{
  "formula": "C3H6NOS",
  "method": "the ωB97M-V functional and the def2-TZVPD basis",
  "species": ["N", "C", "C", "C", "O", "S", "H", "H", "H", "H", "H", "H"],
  "positions_angstrom": [[-1.0806, 0.6323, 0.8321], [-0.1636, -0.3168, 0.9821], [-0.0650, -1.3114, -0.0742], [0.2932, -0.8739, -1.2874], [0.8855, 0.3009, -1.4010], [1.6263, 1.1366, -0.1970], [-1.0473, 1.4195, 1.4731], [-1.1749, 0.9380, -0.2483], [0.0012, -0.7079, 2.0162], [-0.2042, -2.3918, 0.1746], [0.0540, -1.2756, -2.2260], [0.8755, 2.4500, -0.0443]],
  "atomic_forces_ev_per_a": [[1.03, 1.29, -3.23], [-1.85, -2.05, 0.99], [0.40, -0.79, 0.40], [-0.85, 0.10, 1.97], [0.39, 1.93, -1.84], [0.29, 1.99, 0.86], [-0.42, -0.16, 0.16], [-0.37, -0.87, 3.36], [0.39, 1.03, -0.69], [-0.11, 1.17, -0.28], [0.30, -0.98, -1.14], [0.81, -2.66, -0.56]],
  "nbo_charge": [-0.67, 0.22, -0.43, 0.27, -0.62, 0.43, 0.42, 0.42, 0.26, 0.30, 0.24, 0.16],
  "smiles": "[NH2+]=C/C=C\\OS",
  "relative_energy_kcal_mol": 63.5,
  "max_force_ev_per_a": 3.6,
  "total_charge": 1,
  "lumo_ev": -5.515
}